Molecular formula: C33H38BBrGeIrN4O9S
Method: DFT, wB97M-V/def2-TZVPD

```
! wB97M-V def2-TZVPD RIJCOSX def2/J DEFGRID3
* xyz -2 2
Ir -0.66 0.05 -0.41
O 4.35 -4.70 1.44
C 3.81 -3.93 2.23
O 3.95 -3.79 3.45
C 2.77 -2.95 1.58
C 2.20 -1.92 2.34
C 1.32 -1.04 1.73
N 0.99 -1.19 0.44
C 1.50 -2.21 -0.32
C 2.43 -3.10 0.26
C 1.03 -2.28 -1.65
C 1.48 -3.21 -2.62
C 0.96 -3.19 -3.88
C -0.03 -2.24 -4.21
C -0.42 -1.35 -3.23
N 0.07 -1.36 -2.01
C 0.66 0.08 2.40
C 1.15 0.54 3.63
C 0.70 1.62 4.42
C -0.06 2.66 4.01
C -0.44 2.77 2.57
N -0.53 0.45 1.86
H 2.47 -1.85 3.38
H 2.88 -3.88 -0.33
H 2.25 -3.91 -2.34
H 1.32 -3.87 -4.64
H -0.44 -2.18 -5.20
H -1.15 -0.59 -3.44
H 1.96 -0.03 4.04
H 1.07 1.62 5.44
H -0.37 3.43 4.70
H -1.05 3.66 2.37
Br 0.04 6.52 0.59
C 0.04 5.46 -1.01
C -0.49 6.02 -2.16
N -0.56 5.34 -3.31
C -0.08 4.09 -3.31
C 0.48 3.48 -2.22
C 0.55 4.18 -1.00
C 0.98 2.03 -2.30
O 1.42 1.65 -3.38
O 0.92 1.43 -1.20
H -0.88 7.03 -2.17
H -0.17 3.56 -4.25
H 0.97 3.72 -0.13
C -3.41 -0.13 3.55
Ge -3.18 1.48 2.37
C -3.54 3.05 3.61
C -4.79 1.63 1.19
C -1.19 1.53 2.19
H -4.46 -0.36 3.74
H -2.92 0.04 4.51
H -2.95 -0.99 3.08
H -4.57 3.00 3.96
H -3.42 4.00 3.10
H -2.89 3.04 4.47
H -5.64 1.24 1.74
H -4.66 1.09 0.26
H -4.98 2.68 0.97
H 0.46 2.80 1.95
C -3.26 3.31 -1.88
S -2.76 1.58 -1.56
O -1.68 1.25 -2.48
O -3.95 0.78 -1.77
O -2.27 1.64 -0.17
H -4.25 3.30 -2.30
H -2.54 3.74 -2.56
H -3.25 3.81 -0.93
C -4.97 -2.66 1.37
C -4.12 -2.36 0.14
C -5.05 -1.98 -1.01
O -3.30 -1.22 0.42
B -2.03 -1.44 -0.03
O -1.86 -2.75 -0.40
C -3.08 -3.48 -0.24
C -3.33 -4.20 -1.57
C -2.86 -4.53 0.86
H -5.61 -1.80 1.57
H -4.36 -2.83 2.25
H -5.61 -3.53 1.20
H -5.71 -1.19 -0.68
H -5.65 -2.83 -1.34
H -4.47 -1.58 -1.83
H -3.32 -3.49 -2.40
H -4.28 -4.74 -1.57
H -2.52 -4.91 -1.73
H -2.59 -4.05 1.79
H -2.03 -5.17 0.56
H -3.74 -5.14 1.01
*
```

The frontier orbital gap (spin up / spin down) is 0.1820 / 0.2044 hartree. The relative energy (zero: lowest compared OMol25 entry of this formula, charge and spin) comes out at 76.80 kcal/mol.

Molecular formula: C33H38BNO3S2
Method: DFT, wB97M-V/def2-TZVPD

```
! wB97M-V def2-TZVPD RIJCOSX def2/J DEFGRID3
* xyz 0 1
C -0.36 -5.86 2.07
O -0.97 -5.27 0.90
C -0.77 -3.94 0.66
C -0.56 -3.00 1.69
C -0.34 -1.67 1.34
C -0.06 -1.32 0.02
C 1.00 -0.34 -0.38
B 1.29 1.23 -0.72
O 1.71 1.73 -1.94
C 1.01 3.00 -2.00
C 1.74 3.96 -2.91
C -0.40 2.71 -2.56
C 0.99 3.42 -0.47
C 2.33 3.96 0.03
C -0.11 4.38 -0.10
O 0.77 2.15 0.18
C 2.23 -0.33 0.52
C 2.34 -0.56 1.89
N 3.57 -0.14 2.33
C 4.02 -0.18 3.71
C 4.33 0.30 1.25
C 5.54 0.99 1.28
C 6.01 1.52 0.06
C 5.29 1.28 -1.12
C 4.08 0.59 -1.12
C 3.54 0.16 0.09
C -0.53 -2.20 -0.97
C -0.87 -3.51 -0.68
H -0.32 -6.93 1.84
H 0.65 -5.46 2.22
H -0.99 -5.69 2.95
H -0.59 -3.33 2.73
H -0.30 -0.91 2.13
H 1.32 -0.69 -1.38
H 1.27 4.95 -2.83
H 2.80 4.05 -2.64
H 1.66 3.64 -3.95
H -0.95 3.64 -2.75
H -0.30 2.16 -3.50
H -1.00 2.09 -1.87
H 2.47 5.00 -0.30
H 2.31 3.97 1.13
H 3.18 3.36 -0.30
H 0.06 5.34 -0.60
H -1.10 4.01 -0.41
H -0.11 4.55 0.97
H 1.63 -0.97 2.59
H 4.76 0.61 3.89
H 3.16 -0.02 4.38
H 4.49 -1.14 3.96
H 6.06 1.13 2.22
H 6.91 2.11 0.04
H 5.68 1.66 -2.07
H 3.58 0.34 -2.06
H -0.56 -1.87 -2.01
H -1.15 -4.23 -1.43
C -5.04 2.80 -2.24
C -4.43 1.76 -1.38
C -4.14 1.92 -0.03
C -3.66 0.74 0.59
C -3.58 -0.34 -0.29
C -3.66 -1.70 0.04
C -3.60 -2.27 1.31
C -3.85 -3.66 1.30
C -4.07 -4.16 0.03
C -4.20 -5.60 -0.28
S -4.04 -2.93 -1.17
S -4.01 0.18 -1.93
H -5.33 3.64 -1.61
H -4.30 3.14 -2.98
H -5.92 2.43 -2.79
H -4.32 2.87 0.48
H -3.45 0.64 1.65
H -3.33 -1.67 2.18
H -3.84 -4.31 2.17
H -4.79 -6.10 0.50
H -4.69 -5.74 -1.25
H -3.21 -6.07 -0.30
*
```

The frontier orbital gap is 0.2730 hartree. The relative energy (zero: lowest compared OMol25 entry of this formula, charge and spin) comes out at 0.70 kcal/mol.

Molecular formula: C33H38Cl2N4O6PTi
Method: DFT, wB97M-V/def2-TZVPD

```
! wB97M-V def2-TZVPD RIJCOSX def2/J DEFGRID3
* xyz -1 3
Ti -0.32 0.78 -0.52
C -1.48 -0.59 2.87
N -1.98 -1.14 1.62
C -1.60 -2.54 1.52
C -1.82 -3.12 0.12
C -0.53 -3.46 -0.59
N 0.23 -2.27 -1.02
C 1.22 -2.56 -1.77
C 2.22 -1.68 -2.35
C 3.30 -2.27 -3.01
C 4.33 -1.53 -3.54
C 4.27 -0.13 -3.42
C 3.22 0.48 -2.79
C 2.15 -0.27 -2.24
O 1.16 0.32 -1.68
C -3.43 -0.95 1.48
C -3.80 0.03 0.37
C -3.38 1.47 0.60
N -1.94 1.61 0.83
C -1.57 2.60 1.55
C -0.24 2.93 1.98
C -0.06 4.15 2.64
C 1.17 4.54 3.13
C 2.25 3.66 2.98
C 2.10 2.45 2.35
C 0.86 2.05 1.81
O 0.74 0.90 1.22
H -1.79 -1.19 3.74
H -1.84 0.43 3.01
H -0.39 -0.54 2.83
H -2.15 -3.13 2.27
H -0.54 -2.61 1.78
H -2.39 -2.41 -0.49
H -2.43 -4.03 0.18
H -0.74 -4.10 -1.46
H 0.10 -4.05 0.09
H 1.41 -3.62 -2.01
H 3.33 -3.36 -3.08
H 5.15 -2.01 -4.05
H 5.07 0.47 -3.84
H 3.16 1.56 -2.70
H -3.86 -0.62 2.43
H -3.90 -1.91 1.25
H -4.89 0.02 0.23
H -3.37 -0.32 -0.57
H -3.92 1.87 1.47
H -3.65 2.06 -0.27
H -2.34 3.28 1.94
H -0.92 4.81 2.75
H 1.29 5.49 3.63
H 3.22 3.95 3.36
H 2.94 1.77 2.22
Cl -0.90 5.58 -1.64
C -1.73 4.23 -2.37
C -2.76 4.47 -3.27
C -3.42 3.40 -3.84
Cl -4.70 3.74 -4.99
C -3.11 2.06 -3.53
C -3.73 0.91 -4.10
C -3.22 -0.35 -3.74
C -2.22 -0.47 -2.81
N -1.69 0.60 -2.15
C -2.08 1.86 -2.59
C -1.35 2.93 -2.01
O -0.37 2.66 -1.18
H -3.03 5.48 -3.53
H -4.52 1.02 -4.82
H -3.61 -1.24 -4.21
H -1.81 -1.43 -2.54
C 2.75 -4.27 2.30
O 3.14 -3.23 1.42
P 2.35 -1.78 1.60
O 3.14 -1.25 2.96
C 2.35 -0.85 4.07
O 3.17 -1.00 0.47
C 4.58 -1.11 0.28
H 3.64 -4.83 2.58
H 2.04 -4.94 1.80
H 2.28 -3.89 3.21
H 2.83 -1.21 4.98
H 1.34 -1.25 4.02
H 2.28 0.24 4.11
H 4.80 -2.02 -0.28
H 5.10 -1.12 1.23
H 4.88 -0.24 -0.31
*
```

The frontier orbital gap (spin up / spin down) is 0.1663 / 0.2427 hartree. The relative energy (zero: lowest compared OMol25 entry of this formula, charge and spin) comes out at 6.29 kcal/mol.

Molecular formula: C33H38ClNO4PSi2Ti
Method: DFT, wB97M-V/def2-TZVPD

```
! wB97M-V def2-TZVPD RIJCOSX def2/J DEFGRID3
* xyz 0 2
Ti -0.63 0.23 0.22
C -1.69 5.18 -0.21
Si -1.30 3.51 0.58
C -0.07 3.90 1.94
C -2.93 2.89 1.29
C -0.61 2.21 -0.62
C -1.52 1.74 -1.70
C -2.53 2.44 -2.37
C -3.27 1.78 -3.33
C -3.02 0.43 -3.59
C -2.04 -0.20 -2.86
N -1.30 0.44 -1.96
Si 1.07 2.55 -1.42
C 1.62 1.16 -2.57
C 0.93 4.05 -2.55
C 2.41 2.88 -0.14
H -1.94 5.87 0.60
H -2.56 5.16 -0.88
H -0.85 5.61 -0.76
H -0.58 4.52 2.69
H 0.77 4.48 1.56
H 0.32 3.02 2.45
H -3.26 3.58 2.07
H -2.86 1.89 1.73
H -3.70 2.86 0.52
H -2.72 3.48 -2.14
H -4.04 2.31 -3.87
H -3.59 -0.11 -4.34
H -1.83 -1.26 -3.00
H 0.94 1.06 -3.42
H 1.72 0.20 -2.08
H 2.60 1.45 -2.97
H 0.12 3.93 -3.27
H 1.86 4.17 -3.12
H 0.76 4.99 -2.01
H 2.16 2.48 0.84
H 2.60 3.95 -0.03
H 3.35 2.41 -0.46
Cl 3.31 0.20 6.34
C 2.15 0.32 5.04
C 0.83 0.66 5.34
C -0.09 0.75 4.31
C 0.30 0.51 2.99
O -0.62 0.59 2.02
C 1.64 0.16 2.69
C 2.04 -0.13 1.37
O 1.21 -0.07 0.35
C 2.56 0.07 3.76
H 0.54 0.84 6.36
H -1.12 1.00 4.50
H 3.06 -0.43 1.14
H 3.59 -0.19 3.56
O -3.20 -2.00 1.92
C -2.63 -1.82 0.87
O -2.37 -0.65 0.34
C -2.11 -2.99 0.02
P -0.40 -2.57 -0.50
C 0.65 -3.20 0.84
C 1.96 -3.59 0.58
C 2.83 -3.87 1.62
C 2.40 -3.75 2.94
C 1.09 -3.37 3.20
C 0.22 -3.09 2.16
C -0.03 -3.62 -1.93
C -0.24 -5.00 -1.91
C 0.05 -5.77 -3.02
C 0.56 -5.17 -4.17
C 0.78 -3.80 -4.20
C 0.48 -3.03 -3.08
H -2.71 -3.03 -0.89
H -2.21 -3.93 0.56
H 2.31 -3.68 -0.45
H 3.84 -4.18 1.41
H 3.08 -3.96 3.75
H 0.75 -3.26 4.22
H -0.79 -2.78 2.39
H -0.63 -5.47 -1.01
H -0.11 -6.84 -3.00
H 0.79 -5.77 -5.04
H 1.18 -3.33 -5.08
H 0.65 -1.96 -3.10
*
```

The frontier orbital gap (spin up / spin down) is 0.2254 / 0.2958 hartree. The relative energy (zero: lowest compared OMol25 entry of this formula, charge and spin) comes out at 8.27 kcal/mol.